Entry 1:
Formula: C36H40BMgNP2
Source: the OMol25 dataset
Level of theory: ωB97M-V/def2-TZVPD

Cartesian coordinates (Å):
1 Mg 2.017 -1.729 4.052
2 C -2.568 0.086 6.289
3 C -2.690 -0.033 4.953
4 C -3.093 1.008 3.952
5 C -1.876 1.703 3.297
6 C -0.887 2.355 4.208
7 C -1.062 2.633 5.507
8 C -2.317 2.665 6.343
9 C -2.643 1.356 7.088
10 C 3.155 -0.044 4.434
11 H -2.506 -0.822 6.924
12 H -2.522 -1.031 4.482
13 H -3.723 1.781 4.403
14 H -3.653 0.485 3.142
15 H -1.346 0.941 2.706
16 H -2.252 2.424 2.547
17 H 0.043 2.666 3.700
18 H -0.204 3.038 6.052
19 H -3.218 2.950 5.772
20 H -2.175 3.412 7.161
21 H -1.946 1.208 7.918
22 H -3.631 1.474 7.575
23 H 3.846 -0.093 5.288
24 H 2.321 0.688 4.508
25 H 3.725 0.022 3.502
26 P 0.133 -2.221 -3.087
27 P 2.051 0.298 -3.446
28 C -0.508 -0.677 -3.760
29 C 0.325 0.364 -3.961
30 C -0.638 -3.381 -4.336
31 C -1.785 -3.075 -5.088
32 C -2.338 -3.996 -5.984
33 C -1.727 -5.246 -6.153
34 C -0.543 -5.558 -5.461
35 C 0.008 -4.616 -4.577
36 C -0.938 -2.371 -1.600
37 C -0.661 -1.477 -0.543
38 C -1.445 -1.523 0.608
39 C -2.510 -2.428 0.708
40 C -2.773 -3.303 -0.350
41 C -1.986 -3.292 -1.502
42 C 2.694 0.997 -5.058
43 C 2.571 0.201 -6.221
44 C 2.968 0.702 -7.470
45 C 3.484 2.007 -7.574
46 C 3.615 2.796 -6.422
47 C 3.231 2.286 -5.174
48 C 2.107 1.799 -2.386
49 C 3.263 1.930 -1.592
50 C 3.441 3.075 -0.822
51 C 2.462 4.080 -0.809
52 C 1.299 3.923 -1.568
53 C 1.104 2.777 -2.347
54 H -1.570 -0.619 -3.991
55 H 0.025 1.256 -4.512
56 H -2.274 -2.107 -4.994
57 H -3.241 -3.736 -6.554
58 H -2.161 -5.982 -6.832
59 H -0.039 -6.522 -5.612
60 H 0.943 -4.829 -4.057
61 H 0.161 -0.760 -0.635
62 H -1.228 -0.851 1.439
63 H -3.129 -2.447 1.609
64 H -3.595 -4.014 -0.276
65 H -2.187 -3.987 -2.321
66 H 2.151 -0.805 -6.157
67 H 2.869 0.083 -8.372
68 H 3.771 2.415 -8.552
69 H 4.005 3.821 -6.487
70 H 3.330 2.907 -4.280
71 H 4.014 1.137 -1.613
72 H 4.355 3.181 -0.241
73 H 2.624 4.985 -0.217
74 H 0.540 4.707 -1.565
75 H 0.181 2.673 -2.919
76 B 0.379 -0.491 8.358
77 C 0.643 -0.940 6.828
78 N 0.869 -1.311 5.722
79 H 1.227 -0.793 9.203
80 H -0.672 -0.921 8.793
81 H 0.308 0.735 8.400

Forces on the atoms, in the same order (eV/Å):
-0.6 0.7 1.7
-0.8 -0.5 -0.6
0.0 -1.1 0.6
0.4 0.3 -0.4
-0.6 -0.1 -0.6
-0.1 0.3 0.4
0.5 0.8 -0.2
-0.5 -0.2 0.6
-0.1 -0.1 0.3
0.5 -0.2 -1.3
0.5 0.5 -0.7
-0.2 0.6 0.6
-0.1 -0.4 -0.3
0.2 0.5 0.6
0.1 0.1 0.1
0.2 -0.1 0.2
-0.2 -0.4 0.6
-0.1 -0.1 -0.3
0.6 0.2 0.2
-0.1 -0.3 -0.8
0.1 0.2 -0.1
0.3 -0.2 -0.3
-0.6 0.0 -0.2
0.8 -0.4 0.1
0.1 0.8 0.2
0.0 -0.9 -0.3
0.7 0.4 -0.5
0.5 1.1 0.0
-0.9 -0.8 -0.2
0.1 -0.3 -0.1
-0.1 -0.3 -0.1
0.3 -0.2 0.1
0.3 0.0 0.2
-0.1 0.4 0.1
-0.5 0.2 0.0
-0.2 0.2 -0.2
-0.3 -0.5 -0.1
0.0 -0.1 0.0
0.1 0.0 -0.2
0.0 0.0 0.2
0.1 0.3 0.4
0.0 0.0 -0.3
0.2 0.5 0.0
0.0 0.3 0.3
-0.1 -0.1 0.3
-0.1 -0.2 -0.1
0.0 -0.1 -0.2
0.1 -0.2 0.1
-0.6 0.4 -0.3
-0.1 0.1 0.0
0.2 -0.3 -0.2
0.1 0.0 0.1
0.5 0.2 0.3
0.2 0.2 -0.1
-0.3 -0.1 0.2
0.1 -0.3 0.1
0.5 -0.1 0.3
0.1 0.2 0.2
-0.3 0.5 0.0
-0.3 0.0 -0.1
-0.3 -0.2 0.0
-0.1 -0.1 -0.2
0.2 0.0 -0.3
0.1 0.1 0.0
0.0 0.3 0.3
0.1 0.3 0.0
0.0 0.3 0.5
-0.1 -0.2 0.4
-0.2 -0.5 0.0
0.0 -0.2 -0.4
-0.2 0.3 0.0
-0.2 0.1 0.0
-0.1 -0.3 -0.2
0.2 -0.2 0.1
0.4 0.0 0.2
-0.1 0.6 0.6
0.7 -1.2 -1.9
-0.9 0.4 2.6
0.1 -0.2 -0.9
0.0 -0.2 -0.5
0.1 -0.2 -0.4

Summary:
**HOMO**: -8.112 eV
**Lowest unoccupied orbital energy**: -1.999 eV

In the Mulliken picture, each atom carries the following charge in e: 0.778 -0.689 -0.004 -0.895 0.165 -0.505 -0.352 -0.916 -0.556 -1.152 0.478 0.275 0.401 0.443 -0.292 0.348 0.457 0.342 0.353 0.368 0.233 0.327 0.313 0.206 0.393 0.076 -0.039 -0.809 -0.563 0.257 0.244 -0.679 -0.409 -0.566 -0.397 0.631 -0.948 0.072 -0.584 -0.559 -0.462 0.277 -0.323 -0.630 -0.394 -0.598 -0.214 0.366 -0.452 -0.567 -0.543 -0.660 0.064 0.576 0.866 0.132 0.379 0.358 0.369 0.357 0.376 0.215 0.402 0.372 0.323 0.392 0.358 0.345 0.358 0.270 0.366 0.411 0.405 0.401 0.356 -0.075 0.105 -0.199 -0.112 -0.116 -0.101



Entry 2:
Formula: C36H40BNP2Pd
Source: the OMol25 dataset
Level of theory: ωB97M-V/def2-TZVPD

Cartesian coordinates (Å):
1 Pd 1.632 0.698 0.335
2 C -1.732 -3.010 -0.614
3 C -2.033 -2.116 -1.572
4 C -3.422 -1.599 -1.809
5 C -4.319 -1.376 -0.562
6 C -3.641 -0.867 0.670
7 C -3.021 -1.600 1.601
8 C -3.028 -3.096 1.597
9 C -2.756 -3.724 0.214
10 C 2.516 2.280 1.473
11 H -0.716 -3.384 -0.476
12 H -1.308 -1.902 -2.372
13 H -3.941 -2.313 -2.478
14 H -3.377 -0.653 -2.366
15 H -5.052 -0.605 -0.849
16 H -4.895 -2.292 -0.354
17 H -3.836 0.193 0.855
18 H -2.708 -1.162 2.542
19 H -4.016 -3.447 1.946
20 H -2.283 -3.473 2.312
21 H -2.381 -4.747 0.390
22 H -3.705 -3.816 -0.335
23 H 3.504 1.854 1.709
24 H 1.966 2.628 2.354
25 H 2.601 3.061 0.707
26 P 0.657 -0.118 -1.520
27 P -0.220 1.357 1.437
28 C -1.001 0.443 -1.098
29 C -1.367 0.929 0.133
30 C 0.931 0.397 -3.226
31 C -0.127 0.311 -4.152
32 C 0.082 0.710 -5.477
33 C 1.327 1.192 -5.889
34 C 2.384 1.234 -4.975
35 C 2.194 0.844 -3.650
36 C 1.144 -1.873 -1.403
37 C 1.407 -2.447 -0.136
38 C 1.952 -3.729 -0.035
39 C 2.254 -4.459 -1.185
40 C 1.998 -3.904 -2.441
41 C 1.459 -2.620 -2.555
42 C -0.551 3.106 1.760
43 C -0.434 4.024 0.702
44 C -0.746 5.367 0.917
45 C -1.172 5.802 2.175
46 C -1.269 4.888 3.231
47 C -0.951 3.545 3.035
48 C -0.053 0.484 3.025
49 C 1.203 0.094 3.524
50 C 1.288 -0.664 4.690
51 C 0.128 -1.069 5.350
52 C -1.125 -0.675 4.864
53 C -1.213 0.146 3.738
54 H -1.703 0.532 -1.933
55 H -2.398 1.233 0.325
56 H -1.103 -0.061 -3.842
57 H -0.736 0.639 -6.190
58 H 1.474 1.526 -6.918
59 H 3.365 1.574 -5.299
60 H 3.015 0.878 -2.924
61 H 1.197 -1.865 0.774
62 H 2.154 -4.145 0.956
63 H 2.695 -5.455 -1.097
64 H 2.237 -4.470 -3.347
65 H 1.308 -2.176 -3.546
66 H -0.103 3.678 -0.278
67 H -0.663 6.074 0.092
68 H -1.433 6.849 2.330
69 H -1.600 5.225 4.210
70 H -1.018 2.834 3.858
71 H 2.103 0.382 2.973
72 H 2.270 -0.946 5.076
73 H 0.201 -1.689 6.244
74 H -2.032 -1.012 5.359
75 H -2.182 0.496 3.375
76 B 5.908 2.064 -1.084
77 C 4.537 1.382 -0.868
78 N 3.493 0.891 -0.651
79 H 5.789 3.251 -0.833
80 H 6.318 1.915 -2.223
81 H 6.677 1.549 -0.292

Forces on the atoms, in the same order (eV/Å):
2.3 0.3 0.5
0.0 0.0 -0.9
0.2 -1.3 0.0
-0.3 -0.1 -0.3
-0.5 0.1 -0.4
-0.3 0.1 0.9
-1.3 0.1 0.0
0.3 -0.4 -0.1
-0.2 -0.4 0.4
0.2 1.1 0.1
-0.3 0.2 -0.3
-0.2 0.1 0.7
0.1 0.3 0.1
0.1 -0.2 0.1
0.1 -0.4 0.0
0.2 0.4 0.0
0.4 -0.4 0.1
0.0 0.1 -0.4
0.3 0.1 0.0
-0.2 0.1 -0.1
-0.2 0.3 -0.2
0.5 -0.1 0.1
-0.5 0.0 -0.1
0.2 -0.1 -0.3
0.0 -0.1 0.4
-2.0 1.0 0.6
0.2 -0.7 -1.8
0.9 -0.1 -1.0
-0.4 0.7 1.5
0.1 -0.2 -0.5
0.4 0.2 -0.2
-0.1 0.0 0.3
0.1 -0.1 0.4
-0.2 0.0 -0.1
-0.1 -0.2 0.2
0.9 -0.5 0.1
0.1 0.2 -0.3
-0.1 0.3 0.1
-0.2 0.2 -0.1
0.0 0.0 0.0
0.0 0.2 0.1
-0.3 0.3 0.6
-0.2 -0.1 0.4
0.0 -0.2 0.0
0.0 -0.4 0.0
0.0 0.2 -0.2
0.1 0.1 -0.5
-0.7 -0.1 0.5
-0.3 0.0 -0.3
0.1 0.1 0.0
-0.2 0.1 -0.2
0.2 0.1 0.1
0.4 -0.2 0.1
0.1 -0.2 0.5
0.5 0.2 -0.5
0.2 0.1 -0.2
0.1 0.0 0.1
0.0 -0.2 0.3
-0.2 0.0 0.1
-0.3 0.0 -0.5
0.0 -0.3 -0.3
-0.1 0.1 -0.4
-0.2 0.3 -0.1
-0.1 0.2 0.4
0.1 -0.2 0.4
-0.1 0.1 0.2
0.0 -0.1 0.2
0.1 -0.3 0.0
0.1 0.0 -0.2
0.0 0.2 -0.2
-0.3 -0.2 0.3
-0.3 0.1 -0.1
-0.1 0.1 -0.3
0.2 0.1 0.0
0.3 -0.1 0.2
0.9 0.4 -0.1
-2.1 -1.0 0.3
2.0 0.3 -0.5
-0.2 -0.1 0.0
-0.3 -0.1 0.1
-0.1 0.0 0.0

Summary:
**Multiplicity**: 3
**HOMO (alpha / beta)**: -5.255 / -8.591 eV
**Lowest unoccupied orbital energy (alpha / beta)**: -0.035 / -2.426 eV

In the Mulliken picture, each atom carries the following charge in e: -0.544 0.269 -0.556 -1.082 -1.308 0.313 -0.305 -1.054 -1.259 -1.694 0.387 0.966 0.450 0.225 0.487 0.334 0.840 -0.009 0.367 0.313 0.499 0.342 0.505 0.809 0.300 1.834 0.723 -1.071 -1.044 0.381 -0.112 -0.748 -0.508 -0.649 -0.495 0.838 -0.580 -0.548 -0.628 -0.707 -0.434 0.363 -0.548 -0.705 -0.521 -0.575 -0.241 0.930 -0.564 -0.773 -0.589 -0.622 -0.572 0.739 0.999 0.203 0.419 0.368 0.448 0.267 0.241 0.439 0.379 0.408 0.386 0.309 0.399 0.376 0.397 0.313 0.408 0.439 0.400 0.420 0.882 0.202 0.142 -1.046 -0.113 -0.140 -0.115



Question: Which formula does entry 1 have?
Answer: C36H40BMgNP2